Record 1
Molecular formula: C5H23B2ClCrN5O14
Method: DFT, wB97M-V/def2-TZVPD

Last column: Mulliken charge in e.
Element x y z (Å)
Cr 1.924 -1.253 -3.214  -0.304
Cl -0.201 -0.074 -0.637  1.639
O -1.207 -0.973 -1.101  -0.665
O -0.774 1.221 -0.381  -0.670
O 0.435 -0.553 0.581  -0.658
O 0.883 0.034 -1.622  -0.382
B -0.089 -2.067 -4.162  0.425
H -1.061 -2.622 -3.739  -0.229
H 0.919 -2.662 -3.813  -0.015
H -0.076 -2.005 -5.365  -0.231
H 0.046 -0.933 -3.796  0.005
B 2.568 0.434 -4.681  0.620
H 1.953 -0.546 -5.048  0.001
H 2.618 0.413 -3.467  -0.066
H 3.682 0.493 -5.134  -0.216
H 1.927 1.405 -4.965  -0.173
C 2.132 -1.656 3.157  -0.541
N 2.315 -3.066 2.764  0.927
O 3.424 -3.551 2.837  -0.582
O 1.333 -3.656 2.372  -0.537
H 1.267 -1.579 3.804  0.278
H 1.949 -1.052 2.272  0.105
H 3.028 -1.313 3.664  0.365
C -4.064 0.386 -0.199  -0.346
N -4.066 1.804 0.283  0.950
O -4.069 2.703 -0.530  -0.565
O -3.989 1.958 1.490  -0.582
H -3.076 0.063 0.117  -0.089
H -4.247 0.279 -1.256  0.284
H -4.771 -0.097 0.472  0.311
C -0.506 1.824 2.756  -0.183
N 0.453 1.802 3.913  0.881
O 0.737 0.701 4.371  -0.563
O 0.969 2.849 4.250  -0.564
H -0.955 2.808 2.740  0.270
H -1.253 1.070 2.978  0.134
H 0.102 1.525 1.909  -0.001
C 2.271 3.234 -0.467  -0.577
N 2.303 4.283 -1.518  0.918
O 2.496 5.433 -1.148  -0.581
O 2.160 3.929 -2.671  -0.514
H 2.623 2.300 -0.892  0.195
H 1.234 3.122 -0.158  0.212
H 2.917 3.543 0.347  0.316
C -1.753 -2.566 2.020  -0.355
N -3.025 -3.208 1.579  0.969
O -3.999 -2.492 1.441  -0.560
O -3.021 -4.406 1.423  -0.589
H -0.942 -3.110 1.556  0.291
H -1.781 -2.659 3.105  0.342
H -1.744 -1.515 1.762  -0.097

## Properties
* E: -83948.8085 eV
* total charge: -1
* HOMO energy (alpha / beta): -0.2556 / -0.2851 Eh
* frontier orbital gap (alpha / beta): 0.301 / 0.334 hartree
* multiplicity: 5


Record 2
Molecular formula: C5H23BNO11P2S2
Method: DFT, wB97M-V/def2-TZVPD

Last column: Mulliken charge in e.
Element x y z (Å)
C -1.098 -3.586 -1.774  -1.187
N -1.188 -2.144 -1.596  -0.031
C -1.500 -1.447 -2.831  -0.806
B -0.029 -1.566 -0.930  0.250
O 1.246 -1.549 -1.488  -0.520
C -0.171 -0.939 0.554  0.756
O 1.054 -1.286 1.277  -0.366
C 1.894 -0.277 1.622  0.589
O 1.944 0.164 2.728  -0.444
P 3.131 0.424 0.377  0.436
S 3.650 2.246 0.879  -0.468
P -0.586 0.866 0.397  0.345
S -1.149 1.776 2.042  -0.444
C -1.401 -1.678 1.196  0.362
O -1.135 -2.687 1.861  -0.779
O -2.476 -1.203 0.926  -0.631
H -0.415 -3.862 -2.595  0.375
H -2.091 -3.954 -2.022  0.310
H -0.754 -4.036 -0.849  0.330
H -1.202 -0.411 -2.757  0.146
H -1.028 -1.930 -3.696  0.287
H -2.583 -1.456 -2.982  0.322
H 1.514 -2.423 -1.781  0.229
H 4.263 -0.374 0.248  0.038
H 2.455 0.470 -0.857  -0.050
H -1.694 0.893 -0.472  0.025
H 0.411 1.580 -0.275  0.017
O -3.209 3.384 3.940  -0.668
H -3.251 2.425 3.820  0.337
H -4.021 3.605 4.408  0.287
O 5.253 -1.827 1.287  -0.648
H 5.620 -1.729 2.172  0.310
H 4.843 -2.699 1.293  0.323
O 6.210 2.436 3.632  -0.636
H 5.768 1.749 4.137  0.305
H 5.506 2.803 3.083  0.308
O -2.489 1.539 -3.724  -0.582
H -2.842 2.290 -4.211  0.258
H -3.251 0.975 -3.558  0.307
O -5.491 2.831 1.749  -0.633
H -5.080 2.829 0.881  0.301
H -4.806 3.193 2.327  0.352
O 0.175 1.406 -2.454  -0.484
H 0.717 1.521 -3.242  0.242
H -0.716 1.657 -2.740  0.231

## Properties
* E: -70497.3450 eV
* total charge: -1
* HOMO energy: -0.1816 Eh
* frontier orbital gap: 0.251 hartree


Record 3
Molecular formula: C5H23N2O4S
Method: DFT, wB97M-V/def2-TZVPD

Last column: Mulliken charge in e.
Element x y z (Å)
C -0.056 2.855 -0.142  -0.573
N -0.637 1.553 -0.346  0.112
C -1.947 1.311 -1.027  -0.851
C -1.923 -0.145 -1.538  -0.618
C -1.947 -1.165 -0.287  -0.024
S -1.335 -2.726 -1.090  -0.196
C 1.517 2.752 -0.091  -0.573
N 2.098 1.471 -0.567  -0.111
H -0.491 3.570 -0.831  0.480
H -0.343 3.164 0.972  0.182
H -0.614 0.963 0.538  -0.168
H -2.110 2.072 -1.814  0.424
H -2.662 1.540 -0.231  0.386
H -2.777 -0.284 -2.234  0.429
H -0.947 -0.075 -1.948  0.161
H -1.357 -0.698 0.529  -0.107
H -2.997 -1.214 0.070  0.351
H -0.801 -3.142 0.101  0.124
H 1.962 3.046 0.990  0.344
H 1.879 3.542 -0.823  0.324
H 1.800 1.216 -1.442  0.345
H 3.180 1.663 -0.512  0.404
H 1.893 0.677 0.058  0.159
H -0.923 1.079 3.361  0.312
H 0.263 1.260 4.178  0.282
O 0.041 1.281 3.213  -0.608
H 0.439 -1.637 1.852  0.341
H -0.151 -1.561 3.273  0.256
O -0.157 -1.232 2.403  -0.519
H 1.256 -0.978 -1.831  0.294
H 2.645 -1.293 -2.407  0.254
O 2.066 -0.649 -2.139  -0.565
H 2.744 -2.564 1.049  0.217
H 2.203 -1.462 2.066  0.324
O 2.196 -1.910 1.194  -0.593

## Properties
* E: -27555.0712 eV
* total charge: +1
* HOMO energy: -0.4303 Eh
* frontier orbital gap: 0.322 hartree
* energy relative to the best compared isomer or geometry (same formula, charge and spin): 67.3 kcal/mol


Record 4
Molecular formula: C5H23N2O5
Method: DFT, wB97M-V/def2-TZVPD

Last column: Mulliken charge in e.
Element x y z (Å)
N 0.701 0.822 -0.733  -0.309
C -0.553 0.402 0.019  0.666
C -1.736 1.281 -0.536  -0.810
O -1.153 2.270 -1.255  -0.512
C -0.342 0.321 1.550  -1.171
N -0.369 -1.063 1.943  0.004
C 0.852 -1.866 1.684  -1.006
C -0.808 -1.246 3.342  -1.145
H 1.519 0.855 -0.027  0.373
H 0.886 0.049 -1.462  0.327
H 0.639 1.742 -1.333  0.381
H -0.598 -0.755 -0.329  0.268
H -2.342 0.669 -1.383  0.197
H -2.266 1.513 0.313  0.612
H -1.404 3.188 -0.996  0.291
H -1.038 1.017 2.126  0.363
H 0.738 0.729 1.868  0.354
H 1.382 -2.067 2.698  0.433
H 0.536 -2.810 1.214  0.297
H 1.664 -1.250 1.211  0.297
H -0.416 -0.539 4.111  0.316
H -1.893 -1.275 3.443  0.381
H -0.643 -2.416 3.543  0.413
H -0.033 3.011 3.171  0.321
H 1.403 3.303 3.453  0.304
O 0.855 2.620 2.879  -0.619
H 2.262 -1.785 -1.930  0.304
H 2.739 -0.690 -2.795  0.276
O 2.470 -0.858 -1.910  -0.621
H 0.162 -2.862 -3.326  0.275
H -0.450 -1.650 -3.372  0.245
O 0.279 -1.968 -2.895  -0.505
H -1.039 0.939 -4.171  0.290
H -0.836 0.306 -5.523  0.337
O -1.166 0.066 -4.590  -0.626

## Properties
* E: -18766.7073 eV
* total charge: +1
* HOMO energy: -0.4195 Eh
* frontier orbital gap: 0.318 hartree
* energy relative to the best compared isomer or geometry (same formula, charge and spin): 102.7 kcal/mol


Record 5
Molecular formula: C5H23N2O5
Method: DFT, wB97M-V/def2-TZVPD

Last column: Mulliken charge in e.
Element x y z (Å)
C -0.271 -1.684 1.567  -1.365
C -0.768 -0.759 0.599  0.756
C -0.985 -1.645 -0.686  -0.839
C -0.754 -0.865 -2.000  0.584
C 0.350 -0.924 -2.774  -0.831
N -1.883 -0.046 -2.352  -0.384
N 0.308 0.348 0.237  -0.041
H 0.258 -2.651 1.274  0.305
H 0.335 -1.297 2.399  0.331
H -1.244 -2.108 2.145  0.409
H -1.792 -0.344 0.749  0.294
H -1.895 -2.435 -0.716  0.445
H -0.335 -2.635 -0.683  0.293
H 1.311 -1.288 -2.342  0.299
H 0.296 -0.467 -3.732  0.369
H -2.777 -0.326 -1.979  0.301
H -1.954 0.012 -3.353  0.283
H 0.375 0.997 1.024  0.055
H 0.006 0.820 -0.574  0.248
H 1.219 -0.140 -0.107  0.385
H -1.180 3.044 -1.581  0.235
H -1.603 1.675 -1.407  0.377
O -1.320 2.465 -0.974  -0.582
H 0.104 2.516 2.505  0.328
H 1.446 2.432 3.456  0.333
O 0.826 1.983 2.864  -0.663
H 2.137 -2.990 -1.915  0.340
H 2.187 -3.383 -0.555  0.289
O 2.267 -2.599 -1.062  -0.585
H 2.889 0.614 2.172  0.287
H 3.899 -0.395 1.942  0.324
O 3.047 -0.161 1.508  -0.610
H -1.613 2.673 0.788  0.386
H -2.362 3.197 2.103  0.294
O -1.585 2.765 1.782  -0.652

## Properties
* E: -18755.8519 eV
* total charge: +2
* HOMO energy (alpha / beta): -0.6288 / -0.6288 Eh
* frontier orbital gap (alpha / beta): 0.338 / 0.190 hartree
* multiplicity: 2
* energy relative to the best compared isomer or geometry (same formula, charge and spin): 27.1 kcal/mol


Record 6
Molecular formula: C5H23NO8
Method: DFT, wB97M-V/def2-TZVPD

Last column: Mulliken charge in e.
Element x y z (Å)
C 1.347 -1.278 1.120  -1.839
C 2.581 -1.016 0.589  -0.572
N 2.405 -0.527 -0.683  -0.037
C 1.057 -0.349 -0.910  0.604
C 0.391 -0.957 0.120  -0.610
C 0.466 0.111 -2.196  -1.446
H 1.148 -1.812 2.037  0.639
H 3.504 -1.041 1.136  0.411
H 3.070 0.040 -1.186  0.286
H -0.630 -1.276 0.096  1.587
H -0.468 -0.440 -2.323  0.332
H 0.089 1.141 -2.175  0.234
H 1.188 0.198 -3.004  0.384
H -1.695 0.438 0.844  0.409
H -1.016 0.560 2.220  0.375
O -1.736 0.931 1.673  -0.697
H -1.926 -2.945 -3.273  0.335
H -0.491 -2.485 -2.833  0.371
O -1.051 -3.250 -3.014  -0.743
H 1.558 2.186 0.005  0.257
H 1.668 3.079 -1.232  0.300
O 2.158 2.436 -0.713  -0.593
H -0.965 -3.801 -1.197  0.369
H -0.401 -3.783 0.207  0.332
O -1.222 -3.613 -0.270  -0.725
H 0.830 3.998 2.100  0.256
H -0.179 3.313 1.185  0.430
O 0.753 3.265 1.482  -0.645
H -3.485 -1.430 -0.186  0.311
H -2.260 -2.183 -0.680  0.405
O -2.827 -1.414 -0.891  -0.616
H -2.588 3.386 1.507  0.359
H -1.955 2.644 0.454  0.293
O -2.042 3.572 0.728  -0.730
H 1.026 1.249 2.494  0.326
H 1.158 0.181 3.521  0.330
O 0.542 0.873 3.245  -0.686

## Properties
* E: -23428.6559 eV
* HOMO energy: -0.3045 Eh
* structure (SMILES): Cc1ccc[nH]1.O.O.O.O.O.O.O.O
* frontier orbital gap: 0.321 hartree
* energy relative to the best compared isomer or geometry (same formula, charge and spin): 31.8 kcal/mol


Q: The lowest E belongs to which entry?
A: C5H23B2ClCrN5O14


Q: Look up the E of the third one.
A: -27555.0712 eV